(1)
DFT (ωB97M-V/def2-TZVPD) results for a 2-piece molecular cluster, C2H7BrN2 overall in a non-equilibrium geometry.

XYZ file:
```
12
Properties=species:S:1:pos:R:3:nbo_charge:R:1
Br -1.914 -1.586 1.229 0.178
N -1.937 -0.833 -0.443 -0.470
N 1.208 0.284 0.097 -0.843
C 0.966 1.478 0.877 -0.418
C -1.637 -1.359 -1.500 -0.040
H -0.125 1.786 1.257 0.214
H 1.519 2.239 0.309 0.198
H -1.553 -0.789 -2.408 0.187
H 1.128 -0.621 0.549 0.354
H 2.199 0.244 -0.174 0.351
H 1.621 1.564 1.888 0.144
H -1.475 -2.408 -1.680 0.146
```

Properties
HOMO, Ha: -0.3328
Maximum force, Eh/bohr: 0.0724
Energy, Eh: -2763.8228
Energy above the lowest of the compared OMol25 structures with the same formula, charge and spin, eV: 0.769
Kohn-Sham gap, eV: 9.679

***

(2)
DFT (ωB97M-V/def2-TZVPD) results for C32H31AuN7Se2 as an isolated structure.

XYZ file:
```
73
Properties=species:S:1:pos:R:3:lowdin_charge:R:1
Au 0.653 0.444 1.183 0.964
Se 0.276 -2.311 -0.188 0.641
Se -1.395 1.608 1.933 0.839
N 1.171 -1.376 -2.772 -0.114
N 3.226 -1.223 2.637 0.187
N -0.974 -1.525 -2.647 -0.124
N 0.523 1.322 -0.675 -0.037
N 2.898 1.788 -0.959 0.166
N 0.878 -0.611 2.977 -0.027
N 2.650 0.269 0.870 -0.013
C 1.314 2.928 -2.249 0.010
C 0.775 -2.679 4.843 -0.025
C -6.714 -0.030 -0.849 -0.039
C -2.991 1.005 1.058 -0.510
C 1.564 2.007 -1.221 -0.290
C 1.967 -1.407 3.175 -0.298
C -2.312 -1.813 -2.153 -0.020
C 0.163 -1.700 -1.935 -0.728
C 2.588 -1.438 -2.441 -0.011
C 4.780 0.686 0.120 -0.107
C -4.657 -0.620 0.471 -0.025
C -0.705 1.431 -1.244 -0.169
C 0.665 -0.966 -3.992 -0.035
C -0.200 -0.792 3.783 -0.181
C 7.231 -0.223 0.937 -0.049
C -2.780 -1.398 1.895 -0.077
C 3.508 -0.449 1.664 -0.278
C -3.379 3.471 0.426 -0.083
C 4.883 -0.192 1.184 -0.098
C 1.900 -2.463 4.091 0.008
C -5.414 0.340 -0.189 -0.258
C -4.951 1.648 -0.184 -0.009
C 0.060 3.072 -2.777 -0.026
C -3.757 2.010 0.434 -0.304
C 6.102 -0.664 1.622 0.010
C -0.675 -1.060 -3.915 -0.041
C -3.465 -0.312 1.116 -0.298
C 5.890 1.129 -0.570 0.006
C 3.342 0.991 -0.054 -0.306
C -0.285 -1.791 4.715 -0.038
C 7.127 0.656 -0.141 -0.051
C -0.966 2.260 -2.299 -0.046
H 5.797 1.815 -1.401 0.120
H 3.141 -1.733 -3.329 0.101
H -1.177 -1.873 5.320 0.119
H 1.305 -0.669 -4.804 0.129
H -0.118 3.778 -3.578 0.122
H -7.154 0.821 -1.366 0.078
H -1.005 -0.091 3.642 0.002
H -7.432 -0.385 -0.109 0.089
H -2.671 -1.022 -1.497 0.070
H -1.960 2.282 -2.723 0.123
H 8.026 0.978 -0.649 0.111
H -2.977 -1.908 -3.008 0.100
H -4.199 4.058 0.015 0.081
H -6.573 -0.834 -1.574 0.082
H 2.167 3.472 -2.628 0.123
H 2.788 -3.069 4.191 0.124
H -1.439 -0.862 -4.646 0.128
H 0.734 -3.504 5.542 0.122
H 2.942 -0.467 -2.101 0.072
H -3.059 -2.378 1.511 0.086
H -2.288 -2.744 -1.592 0.077
H 8.209 -0.568 1.245 0.111
H -1.698 -1.322 1.851 -0.017
H -3.088 -1.353 2.944 0.096
H -2.490 3.652 -0.177 0.062
H 2.722 -2.178 -1.656 0.063
H -1.469 0.790 -0.835 0.073
H -3.160 3.855 1.421 0.065
H -5.015 -1.644 0.509 0.128
H -5.544 2.422 -0.658 0.118
H 6.172 -1.343 2.461 0.122
```

Properties
Net charge: +1
HOMO, Ha: -0.3709
Maximum force, Eh/bohr: 0.0114
Energy, Eh: -6559.7059
Energy above the lowest of the compared OMol25 structures with the same formula, charge and spin, eV: 0.050
Kohn-Sham gap, eV: 6.002

***

(3)
DFT (ωB97M-V/def2-TZVPD) results for a 3-piece molecular cluster, C4H9FO overall in a non-equilibrium geometry.

XYZ file:
```
15
Properties=species:S:1:pos:R:3:nbo_charge:R:1
F 3.762 -0.745 0.094 -0.526
O 3.419 1.039 0.180 -0.172
C -1.750 0.772 0.538 -0.604
C -0.580 -1.438 0.091 -0.616
C 2.554 1.465 -0.438 0.476
C -0.735 -0.003 -0.420 -0.380
H -1.177 -0.018 -1.385 0.205
H -1.151 1.500 1.065 0.202
H -2.569 1.233 -0.033 0.210
H 0.226 -2.035 -0.362 0.223
H 1.761 1.310 -1.120 0.216
H 0.242 0.501 -0.392 0.152
H -1.479 -2.098 -0.162 0.203
H -0.462 -1.522 1.134 0.205
H -2.062 0.038 1.212 0.208
```

Properties
HOMO (spin up / spin down), Ha: -0.4051 / -0.3399
Maximum force, Eh/bohr: 0.0540
Energy, Eh: -332.7100
Energy above the lowest of the compared OMol25 structures with the same formula, charge and spin, eV: 5.159
Kohn-Sham gap (spin up / spin down), eV: 10.244 / 8.288

***

(4)
DFT (ωB97M-V/def2-TZVPD) results for C25H33O2SeV as an isolated structure in a non-equilibrium geometry.

XYZ file:
```
62
Properties=species:S:1:pos:R:3:nbo_charge:R:1
Se 0.968 1.280 -0.374 -0.263
V -0.446 -0.683 -1.964 1.087
O 3.002 2.413 -4.895 -0.548
O -0.414 -0.431 -4.025 -0.625
C 1.413 4.201 -4.389 -0.440
C -2.080 -0.860 -0.433 -0.376
C 0.354 -2.692 -2.632 -0.295
C -1.075 -2.245 -5.643 -0.629
C 2.581 3.750 -5.285 -0.071
C 1.272 -1.329 -5.639 -0.638
C 1.553 -1.552 -1.004 -0.211
C 1.773 0.602 3.669 -0.213
C 2.493 2.157 -3.567 -0.073
C 0.384 -2.086 -0.406 -0.344
C -2.704 -1.116 -1.711 -0.405
C -1.014 0.718 -4.832 -0.040
C -0.021 2.234 3.618 -0.230
C 0.877 1.442 4.350 -0.238
C 1.505 -1.855 -2.397 -0.367
C -2.156 1.123 -1.617 -0.370
C 1.372 3.165 -3.230 -0.433
C -2.770 0.124 -2.421 -0.191
C -0.356 -2.811 -1.401 -0.333
C -0.181 -1.057 -5.394 0.324
C -1.798 0.531 -0.366 -0.204
C 0.821 1.284 1.517 -0.199
C -0.690 0.143 -6.179 -0.469
C -0.115 2.079 2.235 -0.197
C 1.754 0.532 2.273 -0.247
H -3.190 -2.042 -2.010 0.236
H 3.335 2.206 -2.850 0.186
H 0.882 1.485 5.443 0.209
H 0.408 2.627 -3.238 0.196
H -1.995 -1.543 0.412 0.244
H 1.521 3.620 -2.240 0.250
H 2.265 -1.570 -3.117 0.244
H -1.585 -0.029 -6.788 0.219
H -0.487 1.647 -4.580 0.212
H -1.240 -3.417 -1.236 0.241
H -0.873 -2.630 -6.654 0.229
H 2.397 -1.099 -0.494 0.266
H 0.143 -2.031 0.648 0.253
H 2.462 -0.101 1.749 0.209
H 0.459 4.167 -4.921 0.200
H -3.338 0.304 -3.331 0.214
H 1.858 -0.413 -5.535 0.238
H 3.430 4.465 -5.156 0.169
H -0.869 -3.046 -4.933 0.215
H 1.626 -2.116 -4.975 0.221
H 2.321 3.694 -6.360 0.181
H 0.096 0.685 -6.715 0.226
H 2.488 -0.004 4.238 0.209
H -0.911 2.594 1.699 0.200
H -2.128 -1.952 -5.590 0.217
H 1.598 5.218 -4.021 0.218
H 1.388 -1.703 -6.666 0.227
H 0.112 -3.250 -3.525 0.220
H -1.548 1.048 0.547 0.253
H 2.120 1.111 -3.519 0.178
H -2.090 0.777 -4.632 0.203
H -2.046 2.178 -1.859 0.244
H -0.664 2.955 4.131 0.210
```

Properties
2S+1: 3
HOMO (spin up / spin down), Ha: -0.2182 / -0.2381
Maximum force, Eh/bohr: 0.0739
Energy, Eh: -4468.1844
Kohn-Sham gap (spin up / spin down), eV: 6.234 / 6.777

***

(5)
DFT (ωB97M-V/def2-TZVPD) results for one molecule with the formula C3H6N2O3S in a non-equilibrium geometry.

XYZ file:
```
15
Properties=species:S:1:pos:R:3:nbo_charge:R:1
S 1.771 -0.879 -0.639 0.310
O 1.255 -3.250 0.037 -0.262
O -1.517 -0.167 1.612 -0.681
O -1.760 -0.918 -0.497 -0.589
N 1.043 -2.146 0.391 0.034
N -0.479 1.301 -1.471 -0.814
C -0.293 0.977 -0.079 -0.166
C -1.283 -0.118 0.285 0.792
C 1.131 0.506 0.323 -0.566
H -0.514 1.841 0.558 0.219
H 1.154 0.232 1.378 0.249
H -0.535 0.439 -2.005 0.381
H -2.080 -0.955 1.773 0.502
H 1.822 1.326 0.174 0.235
H 0.285 1.811 -1.840 0.356
```

Properties
HOMO, Ha: -0.3437
Maximum force, Eh/bohr: 0.0259
Energy, Eh: -851.2772
Energy above the lowest of the compared OMol25 structures with the same formula, charge and spin, eV: 1.536
Kohn-Sham gap, eV: 9.119

***

(6)
DFT (ωB97M-V/def2-TZVPD) results for C41H58ClI5N7O5PSr as an isolated structure.

XYZ file:
```
119
Properties=species:S:1:pos:R:3:lowdin_charge:R:1
I -6.267 -1.474 -0.188 0.054
I 1.774 0.318 3.869 0.602
I -1.544 -3.769 2.996 0.925
I 0.845 -4.896 0.596 0.817
I -4.129 -0.789 1.338 0.442
Sr -0.128 -0.709 1.206 0.993
Cl 1.669 7.814 -2.905 0.663
P -1.927 -3.032 -1.557 0.919
O 3.665 -0.215 -5.961 -0.021
O -2.758 -1.595 4.514 -0.098
O 1.048 1.268 0.197 -0.061
O -1.504 1.877 1.884 -0.021
O 0.790 3.445 0.052 0.008
N 1.368 -1.513 -0.824 -0.006
N 3.352 -1.854 -1.814 0.130
N -2.093 -0.103 2.898 -0.146
N -2.320 1.814 4.049 0.170
N -0.795 2.074 -0.893 0.033
N -1.423 0.811 -0.780 0.009
N 2.485 -1.275 -2.678 -0.081
C 0.154 1.001 8.324 -0.085
C 1.234 3.946 -3.784 -0.038
C -1.638 0.823 6.197 -0.150
C -5.809 0.007 6.957 -0.069
C 3.038 1.452 -4.358 -0.092
C 1.870 6.088 -2.937 -0.685
C 5.181 0.017 -4.063 -0.506
C -6.627 1.085 6.637 -0.092
C 5.709 -1.422 -4.078 -0.048
C -0.551 2.125 7.913 -0.076
C 2.649 -1.957 -0.711 -0.223
C -1.446 2.032 6.861 -0.032
C -2.502 -0.465 4.148 -0.527
C 0.185 -3.973 -3.260 -0.168
C -0.491 -5.420 2.165 -1.135
C -2.634 0.796 5.039 -0.258
C 2.782 -1.090 -4.087 -0.040
C -0.940 -0.300 6.617 -0.042
C -3.077 -2.182 -2.731 -0.435
C -6.159 2.070 5.786 -0.083
C 2.367 1.827 -3.024 -0.141
C 5.363 0.619 -2.665 -0.036
C 2.948 4.113 -2.127 -0.026
C -4.059 0.910 5.572 -0.140
C -4.094 -4.957 -1.421 -0.150
C 6.064 0.831 -5.025 -0.049
C 3.693 0.069 -4.550 -0.420
C -0.025 4.569 -0.281 -0.034
C 2.806 5.493 -2.108 -0.103
C -4.877 1.981 5.251 -0.030
C 1.077 5.324 -3.778 -0.112
C -4.532 -0.079 6.435 -0.014
C -1.181 -4.320 -2.670 -0.433
C 1.709 -1.636 2.832 -0.808
C 1.311 -1.097 -2.069 -0.199
C -3.100 -4.116 -0.626 -0.462
C 2.170 3.321 -2.963 -0.233
C -1.928 1.267 2.871 -0.642
C -0.047 -0.207 7.678 -0.074
C -2.352 -1.348 -3.787 -0.156
C 0.372 2.207 -0.179 -0.606
H -4.660 -5.603 -0.748 0.073
H -3.715 -2.916 -3.228 0.071
H 1.392 1.343 -2.941 0.097
H -1.973 0.643 -1.614 0.076
H 0.505 -1.085 7.986 0.107
H 6.406 0.497 -2.365 0.093
H 0.550 -4.787 -3.889 0.075
H 1.427 -2.312 3.645 -0.121
H -1.078 -5.218 -2.057 0.048
H -3.060 -0.806 -4.414 0.073
H -4.814 -4.332 -1.948 0.048
H 0.442 -0.687 -2.557 0.114
H -0.409 3.072 8.417 0.102
H 7.066 0.907 -4.600 0.092
H 6.788 -1.409 -3.914 0.089
H -0.202 4.621 -1.357 0.087
H -3.894 -0.916 6.685 0.118
H -0.964 4.539 0.277 0.101
H 3.411 6.103 -1.452 0.111
H -2.455 -4.760 -0.021 0.028
H -1.891 -4.560 -3.467 0.078
H -1.078 -1.246 6.114 0.110
H 3.789 2.214 -4.578 0.115
H 0.918 -3.807 -2.469 0.026
H 4.149 0.479 -6.420 0.091
H 1.824 -0.940 -4.586 0.140
H -1.679 -0.615 -3.334 0.031
H 3.666 3.644 -1.464 0.125
H 0.539 5.442 0.030 0.104
H 0.104 -5.867 2.951 -0.044
H -3.737 -1.548 -2.131 0.016
H -1.431 2.854 -0.815 0.124
H 5.524 -1.891 -5.046 0.090
H 3.048 -2.354 0.208 0.094
H 2.767 -1.841 2.636 -0.107
H 0.858 1.070 9.143 0.102
H 0.349 5.804 -4.417 0.106
H -3.597 -5.597 -2.152 0.062
H 6.168 0.342 -5.995 0.088
H 4.751 0.125 -1.913 0.067
H 0.612 3.346 -4.440 0.120
H -7.625 1.152 7.052 0.100
H -2.016 2.908 6.571 0.115
H -1.204 -6.129 1.763 -0.044
H 3.201 -2.020 -4.465 0.135
H 0.149 -3.073 -3.877 0.045
H 2.952 1.503 -2.165 0.102
H -4.528 2.741 4.565 0.106
H -6.789 2.912 5.528 0.101
H -3.631 -3.482 0.087 -0.022
H -1.750 -1.978 -4.444 0.060
H 5.148 1.690 -2.659 0.079
H -6.170 -0.769 7.621 0.104
H -2.033 2.747 4.290 0.153
H 2.286 1.538 -5.148 0.127
H -2.099 0.887 -0.013 -0.004
H 5.707 1.852 -5.177 0.083
H 5.262 -2.026 -3.291 0.062
```

Properties
HOMO, Ha: -0.2542
Maximum force, Eh/bohr: 0.0096
Energy, Eh: -4677.5198
Energy above the lowest of the compared OMol25 structures with the same formula, charge and spin, eV: 0.144
Kohn-Sham gap, eV: 6.017

***

What is the maximum force in the fifth record?
0.0259 Eh/bohr

***

Look up the maximum force of the fifth one.
0.0259 Eh/bohr

***

Which value of energy does entry 3 give?
-332.7100 Eh

***

Which of these has the lowest energy?
C32H31AuN7Se2